Formula: C2H5NO
Source: OMol25
Level of theory: wB97M-V/def2-TZVPD

Computed properties:
HOMO level, Eh: -0.3273
Energy relative to the best compared isomer or geometry (same formula, charge and spin), kJ/mol: 405.8
Total energy, eV: -5689.024
Largest force on an atom, eV/Å: 1.1

Positions of all 9 atoms, in Å:
O1 1.635 -1.374 0.679
N1 0.200 0.238 -0.515
C1 -1.011 0.173 0.291
C2 1.664 -0.500 -0.113
H1 -0.723 -0.081 1.315
H2 1.414 0.718 -0.364
H3 0.056 0.300 -1.521
H4 -1.694 -0.606 -0.069
H5 -1.542 1.131 0.298

For reference, the Mulliken charges in units of e are: -0.35 -0.29 -0.68 -0.18 0.26 0.47 0.26 0.26 0.26